Entry from OMol25: a molecular structure, C41H35ClIrN2Si2 (ωB97M-V/def2-TZVPD).

The geometry in XYZ format:
```
82
C41H35ClIrN2Si2 | OMol25 | ωB97M-V/def2-TZVPD
C -3.412 -0.540 2.563
C -3.657 -0.104 1.211
C -2.807 -0.936 0.339
H -4.406 0.630 0.849
C -1.925 -1.748 1.224
C -2.370 -1.525 2.585
H -1.990 -2.091 3.456
H -3.978 -0.220 3.444
H -2.955 -1.129 -0.736
H -1.243 -2.526 0.887
Ir -1.470 0.299 1.208
Si -0.761 0.703 -1.273
C -0.983 1.926 -2.855
C -0.077 1.925 -3.923
H 0.769 1.231 -3.926
C -0.175 2.810 -5.009
H 0.582 2.800 -5.801
C -1.268 3.694 -5.089
H -1.369 4.339 -5.977
C -2.200 3.720 -4.028
H -3.051 4.420 -4.076
C -2.043 2.835 -2.923
H -2.780 2.858 -2.114
C -0.701 -0.813 -2.509
C -1.886 -1.347 -3.056
H -2.822 -0.855 -2.800
C -1.842 -2.390 -3.994
H -2.755 -2.793 -4.444
C -0.615 -2.869 -4.466
H -0.566 -3.658 -5.220
C 0.565 -2.231 -4.060
H 1.553 -2.484 -4.493
C 0.502 -1.176 -3.144
H 1.426 -0.613 -2.941
H -2.106 0.863 -0.745
Si 3.198 -0.983 -0.934
C 2.091 -2.442 -0.822
C 0.737 -2.418 -0.475
H 0.266 -1.529 -0.047
C -0.059 -3.542 -0.715
H -1.152 -3.470 -0.780
C 0.535 -4.799 -0.855
H -0.071 -5.707 -0.690
C 1.903 -4.827 -1.173
H 2.380 -5.774 -1.433
C 2.661 -3.662 -1.221
H 3.705 -3.697 -1.527
C 1.974 0.511 -0.901
C 0.786 0.855 -0.102
H 0.595 0.313 0.882
C 0.248 2.220 -0.153
H -0.439 2.538 0.649
C 0.870 3.186 -0.989
H 0.547 4.230 -0.896
C 1.879 2.789 -1.847
H 2.254 3.480 -2.621
C 2.384 1.481 -1.814
H 3.095 1.165 -2.643
H 3.911 -1.121 -2.153
Cl 4.733 -0.919 0.434
C 1.576 -2.516 4.153
C 0.791 -2.106 3.050
N 0.301 -0.873 2.961
C 0.492 0.008 3.965
C 1.353 -0.318 5.068
C 1.887 -1.611 5.149
C 1.752 0.696 5.967
C 1.361 1.998 5.794
C 0.486 2.362 4.731
C 0.207 3.720 4.497
C -0.780 4.006 3.568
C -1.426 2.951 2.861
N -0.843 1.719 2.792
C -0.021 1.364 3.829
H 1.987 -3.528 4.173
H 0.571 -2.788 2.212
H 2.571 -1.772 5.983
H 2.412 0.419 6.779
H 1.716 2.815 6.433
H 0.747 4.457 5.129
H -1.028 5.039 3.337
H -2.326 3.076 2.238
```

Multiplicity: 5
HOMO energy (alpha / beta) (eV): -8.6 / -10.4
HOMO-LUMO gap (alpha / beta) (eV): 5.05 / 6.25
E_LUMO (alpha / beta) (eV): -3.595 / -4.183
Energy above the lowest of the compared OMol25 structures with the same formula, charge and spin (kcal per mole): 33.6
Charge: +1

=====

Entry from OMol25: a molecular structure, C41H35ClN2PdSi2 (ωB97M-V/def2-TZVPD).

The geometry in XYZ format:
```
82
C41H35ClN2PdSi2 | OMol25 | ωB97M-V/def2-TZVPD
C 0.583 1.270 -2.295
C 0.544 0.119 -3.139
C -0.601 0.226 -3.986
H 1.285 -0.672 -3.185
C -1.281 1.444 -3.651
C -0.531 2.102 -2.633
H -0.737 3.092 -2.224
H 1.369 1.488 -1.574
H -0.881 -0.493 -4.754
H -2.188 1.814 -4.128
Pd -1.353 0.006 -1.837
Si -3.228 -3.113 1.636
C -2.446 -4.781 1.338
C -3.157 -5.983 1.474
H -4.196 -5.975 1.809
C -2.552 -7.206 1.169
H -3.120 -8.133 1.276
C -1.227 -7.249 0.721
H -0.761 -8.209 0.467
C -0.500 -6.059 0.607
H 0.534 -6.079 0.253
C -1.093 -4.845 0.958
H -0.487 -3.936 0.911
C -2.886 -2.065 -0.045
C -1.827 -2.295 -0.993
H -1.085 -3.052 -0.749
C -1.832 -1.957 -2.404
H -1.190 -2.481 -3.100
C -2.827 -0.977 -2.906
H -3.040 -0.750 -3.942
C -3.460 -0.288 -1.746
H -4.102 0.549 -2.034
C -3.741 -1.012 -0.522
H -4.627 -0.726 0.053
H -2.477 -2.110 2.615
Si -3.581 -2.226 -1.964
C -5.375 -2.218 -2.795
C -5.522 -2.664 -4.103
H -4.671 -3.060 -4.660
C -6.795 -2.662 -4.690
H -6.922 -3.043 -5.703
C -7.898 -2.175 -3.971
H -8.892 -2.184 -4.423
C -7.727 -1.683 -2.676
H -8.570 -1.291 -2.107
C -6.455 -1.700 -2.087
H -6.352 -1.328 -1.067
C -3.789 -4.193 -2.079
C -2.787 -5.044 -2.543
H -1.850 -4.660 -2.952
C -2.975 -6.436 -2.521
H -2.191 -7.095 -2.897
C -4.151 -6.995 -2.023
H -4.306 -8.075 -2.031
C -5.121 -6.145 -1.486
H -6.034 -6.559 -1.054
C -4.919 -4.761 -1.493
H -5.699 -4.133 -1.059
H -2.951 -2.841 2.983
Cl -5.263 -3.361 1.774
C -3.073 2.845 1.194
C -2.758 2.169 0.011
N -1.834 1.204 -0.006
C -1.126 0.887 1.104
C -1.392 1.536 2.337
C -2.401 2.520 2.359
C -0.625 1.164 3.483
C 0.400 0.252 3.400
C 0.714 -0.409 2.175
C 1.767 -1.337 2.039
C 1.926 -2.000 0.834
C 1.059 -1.716 -0.228
N 0.140 -0.752 -0.142
C -0.075 -0.112 1.028
H -3.847 3.607 1.163
H -3.267 2.398 -0.928
H -2.627 3.016 3.302
H -0.874 1.645 4.433
H 1.001 0.020 4.281
H 2.440 -1.499 2.884
H 2.704 -2.741 0.681
H 1.110 -2.301 -1.151
```

Multiplicity: 5
HOMO energy (alpha / beta) (eV): -11.8 / -12.9
HOMO-LUMO gap (alpha / beta) (eV): 5.32 / 5.48
E_LUMO (alpha / beta) (eV): -6.464 / -7.462
Energy above the lowest of the compared OMol25 structures with the same formula, charge and spin (kcal per mole): 174.6
Charge: +2

=====

Entry from OMol25: a molecular structure, C41H35ClN3O2PPd (ωB97M-V/def2-TZVPD).

The geometry in XYZ format:
```
84
C41H35ClN3O2PPd | OMol25 | ωB97M-V/def2-TZVPD
Pd 11.248 9.447 10.857
C 7.484 7.135 11.037
C 8.292 6.491 9.927
C 7.720 5.525 9.089
C 8.470 4.808 8.153
C 9.844 5.094 8.093
C 10.511 5.930 8.989
C 12.026 6.083 8.918
C 9.737 6.665 9.933
N 10.357 7.482 10.853
C 10.555 7.019 12.118
O 9.906 6.146 12.713
C 11.637 7.651 12.877
C 11.839 7.510 14.240
C 12.898 8.208 14.869
C 13.813 8.920 14.073
C 13.660 8.901 12.670
N 12.563 8.315 12.123
C 14.794 9.483 11.862
O 15.392 10.384 12.478
N 14.981 9.034 10.630
C 16.092 9.292 9.856
C 17.395 8.968 10.289
C 17.598 8.152 11.561
C 18.496 9.475 9.569
C 18.331 9.853 8.246
C 16.999 10.093 7.786
C 15.910 9.796 8.543
C 14.567 10.353 8.191
H 6.421 6.846 10.950
H 7.501 8.239 10.949
H 7.894 6.805 12.008
H 6.647 5.352 9.111
H 8.073 4.046 7.488
H 10.507 4.608 7.387
H 12.472 5.120 9.208
H 12.363 6.820 9.614
H 12.341 6.319 7.866
H 11.216 6.818 14.820
H 12.942 8.235 15.972
H 14.688 9.418 14.500
H 17.092 7.174 11.519
H 17.210 8.698 12.467
H 18.677 7.912 11.786
H 19.489 9.442 10.043
H 19.188 10.078 7.597
H 16.952 10.544 6.793
H 14.490 10.562 7.115
H 14.319 11.296 8.704
H 13.766 9.680 8.410
Cl 10.449 9.533 8.252
C 10.311 11.224 7.950
C 9.881 11.613 6.668
C 9.625 12.965 6.355
C 9.958 13.930 7.316
C 10.347 13.556 8.629
C 10.612 12.195 8.903
P 11.236 11.663 10.519
C 12.621 12.735 10.788
C 13.320 12.535 11.988
C 14.485 13.223 12.246
C 14.865 14.267 11.385
C 14.212 14.442 10.177
C 13.141 13.628 9.854
C 9.686 12.074 11.445
C 8.451 11.518 11.045
C 7.364 11.461 11.918
C 7.494 12.018 13.176
C 8.670 12.709 13.544
C 9.769 12.762 12.655
H 9.786 10.797 5.936
H 9.111 13.286 5.444
H 9.730 14.985 7.131
H 10.493 14.278 9.421
H 12.945 11.822 12.706
H 15.087 12.993 13.116
H 15.656 14.974 11.736
H 14.457 15.244 9.494
H 12.645 13.738 8.910
H 8.355 11.016 10.080
H 6.434 11.044 11.554
H 6.677 11.854 13.912
H 8.741 13.252 14.500
H 10.727 13.248 12.926
```

Multiplicity: 5
HOMO energy (alpha / beta) (eV): -13.4 / -13.8
HOMO-LUMO gap (alpha / beta) (eV): 8.17 / 4.80
E_LUMO (alpha / beta) (eV): -5.276 / -8.991
Charge: +2

=====

Entry from OMol25: a molecular structure, C41H35N6O7STl (ωB97M-V/def2-TZVPD).

The geometry in XYZ format:
```
91
C41H35N6O7STl | OMol25 | ωB97M-V/def2-TZVPD
Tl 0.792 0.336 -0.778
O 0.213 -1.775 -0.866
C 0.272 -2.643 -1.833
C -0.555 -3.788 -1.731
C -0.543 -4.779 -2.680
C 0.285 -4.693 -3.811
C 1.088 -3.590 -3.941
C 1.108 -2.557 -2.983
C 2.019 -1.466 -3.242
N 2.161 -0.429 -2.517
C 3.093 0.627 -2.837
C 3.939 0.929 -1.580
N 3.174 0.609 -0.381
C 3.707 -0.160 0.491
C 3.111 -0.619 1.727
C 3.924 -1.412 2.558
C 3.491 -1.874 3.775
C 2.202 -1.520 4.200
C 1.377 -0.760 3.408
C 1.781 -0.315 2.127
O 0.940 0.382 1.417
H -1.203 -3.846 -0.864
H -1.183 -5.644 -2.551
H 0.285 -5.473 -4.560
H 1.735 -3.492 -4.807
H 2.624 -1.553 -4.152
H 2.506 1.509 -3.107
H 3.742 0.373 -3.679
H 4.191 1.992 -1.567
H 4.873 0.358 -1.600
H 4.736 -0.497 0.322
H 4.927 -1.647 2.216
H 4.131 -2.486 4.395
H 1.850 -1.852 5.170
H 0.390 -0.465 3.743
O -1.533 0.506 -0.340
C -2.472 0.332 -1.115
C -2.433 0.311 -2.554
C -3.630 -0.023 -3.196
C -3.687 -0.097 -4.558
C -2.546 0.146 -5.341
C -1.368 0.478 -4.739
C -1.258 0.603 -3.320
O -0.154 0.991 -2.804
N -4.949 -0.430 -5.210
O -4.985 -0.392 -6.426
O -5.897 -0.727 -4.507
H -3.461 0.162 -0.663
H -4.519 -0.231 -2.612
H -2.627 0.061 -6.415
H -0.475 0.664 -5.322
C 0.013 4.893 -1.004
C -0.027 3.526 -1.208
N 0.763 2.696 -0.520
C 1.575 3.189 0.406
C 1.659 4.538 0.699
C 0.878 5.407 -0.047
C 2.570 4.979 1.775
C 2.564 4.498 3.013
C 1.560 3.563 3.572
C 1.864 2.766 4.668
C 0.867 1.926 5.132
N -0.344 1.876 4.579
C -0.534 2.693 3.545
N 0.347 3.532 3.018
H -0.628 5.541 -1.584
H -0.680 3.069 -1.939
H 2.172 2.466 0.947
H 0.922 6.474 0.140
H 3.320 5.717 1.506
H 3.344 4.812 3.699
H 2.842 2.792 5.130
H 1.040 1.270 5.979
H -1.514 2.682 3.083
C -2.927 -0.320 4.060
S -2.553 0.066 2.341
O -3.752 0.805 1.830
C -2.708 -1.630 1.764
C -3.895 -2.016 1.166
C -4.035 -3.324 0.719
C -2.997 -4.231 0.885
C -1.805 -3.826 1.475
C -1.648 -2.515 1.900
H -3.959 -0.664 4.101
H -2.796 0.594 4.642
H -2.240 -1.085 4.421
H -4.696 -1.292 1.073
H -4.951 -3.632 0.232
H -3.111 -5.254 0.549
H -0.987 -4.527 1.588
H -0.700 -2.183 2.308
```

HOMO energy (eV): -7.7
HOMO-LUMO gap (eV): 7.42
E_LUMO (eV): -0.319

=====

Entry from OMol25: a molecular structure, C41H36IrN3OP2SSe (ωB97M-V/def2-TZVPD).

The geometry in XYZ format:
```
86
C41H36IrN3OP2SSe | OMol25 | ωB97M-V/def2-TZVPD
Ir -0.023 -0.354 -0.540
O 0.287 2.289 1.381
C 0.741 1.284 2.168
C 0.186 0.928 3.385
C 0.804 -0.058 4.141
C 1.964 -0.686 3.703
C 2.499 -0.351 2.471
C 1.872 0.614 1.682
P 2.498 0.974 0.052
C 3.857 2.122 0.050
C 4.962 1.783 0.836
C 6.077 2.600 0.833
C 6.095 3.748 0.050
C 4.999 4.085 -0.731
C 3.876 3.271 -0.737
C 2.969 -0.538 -0.771
C 3.780 -0.415 -1.898
C 3.912 -1.483 -2.769
C 3.223 -2.666 -2.526
C 2.427 -2.791 -1.399
C 2.281 -1.727 -0.512
C -1.020 2.749 1.518
C -1.197 3.828 2.367
C -2.449 4.401 2.498
C -3.513 3.878 1.780
C -3.314 2.800 0.936
C -2.058 2.206 0.759
P -1.950 0.779 -0.419
C -2.413 1.412 -2.072
C -3.626 2.060 -2.318
C -3.927 2.536 -3.583
C -3.031 2.354 -4.630
C -1.846 1.670 -4.409
C -1.542 1.203 -3.138
C -3.415 -0.178 0.073
C -4.119 -0.885 -0.901
C -5.198 -1.679 -0.543
C -5.574 -1.780 0.788
C -4.868 -1.089 1.765
C -3.791 -0.293 1.410
H -0.701 1.431 3.744
H 0.380 -0.326 5.100
H 2.454 -1.424 4.324
H 3.388 -0.859 2.116
H 4.957 0.890 1.451
H 6.934 2.343 1.440
H 6.970 4.384 0.050
H 5.018 4.979 -1.338
H 3.032 3.539 -1.354
H 4.308 0.511 -2.093
H 4.547 -1.393 -3.639
H 3.318 -3.495 -3.215
H 1.934 -3.731 -1.192
H 1.736 -1.869 0.418
H -0.342 4.210 2.910
H -2.593 5.244 3.160
H -4.502 4.303 1.881
H -4.171 2.392 0.424
H -4.365 2.170 -1.539
H -4.870 3.037 -3.757
H -3.269 2.726 -5.617
H -1.161 1.491 -5.227
H -0.627 0.644 -2.971
H -3.834 -0.807 -1.943
H -5.747 -2.215 -1.305
H -6.421 -2.393 1.066
H -5.164 -1.163 2.803
H -3.247 0.241 2.179
Se 0.126 3.949 -1.915
C 0.816 2.538 -1.341
N 1.272 1.447 -0.988
C -0.829 -5.266 -1.423
N -0.280 -4.800 -0.164
C 0.484 -5.697 0.711
C 0.737 -4.832 1.958
N 0.365 -3.499 1.472
C -0.328 -3.571 0.323
S -1.270 -2.290 -0.335
H -1.579 -6.035 -1.240
H -0.032 -5.691 -2.035
H -1.285 -4.429 -1.943
H 1.409 -5.995 0.211
H -0.091 -6.595 0.929
H 1.771 -4.863 2.289
H 0.090 -5.125 2.785
H 0.228 -2.708 2.082
```

HOMO energy (eV): -12.3
HOMO-LUMO gap (eV): 6.63
E_LUMO (eV): -5.654
Energy above the lowest of the compared OMol25 structures with the same formula, charge and spin (kcal per mole): 15.0
Charge: +2